# 1
# C29H40F24NO6

4 unconnected molecules or ions with the total composition C29H40F24NO6 (ωB97M-V/def2-TZVPD, OMol25).

Output
Frontier orbital gap: 9.056 eV
HOMO level: -11.89 eV
Molecular weight: 954.6 g/mol
Charge: +1
2S+1: 1

Last column: Löwdin charge in e.
Geometry (Å):
C1 4.4382 -0.4307 -0.0184  0.0197
C2 4.3605 0.3826 -1.2798  -0.5305
O1 5.2712 0.4973 -2.0488  0.1260
O2 3.1428 0.9096 -1.5613  -0.0244
C3 2.6246 1.9005 -0.6355  -0.1617
C4 1.1607 1.5928 -0.3817  -0.1780
C5 0.3204 2.7977 0.0619  -0.1952
C6 -1.1734 2.5106 -0.1877  -0.2167
C7 -2.1450 3.2655 0.7250  -0.2070
C8 -3.4618 2.5041 0.9223  -0.1928
C9 -4.1723 2.1659 -0.4016  -0.1807
C10 -5.6816 2.4908 -0.4530  -0.1000
C11 -6.4841 1.2637 -0.0136  -0.3285
C12 -7.5063 0.7772 -1.0234  -0.0325
N1 -7.8948 -0.6291 -0.5984  0.0784
C13 -8.3324 -0.6880 0.8439  -0.0660
C14 -7.4767 0.1756 1.7812  -0.1601
O3 -7.1698 1.4359 1.2222  -0.0706
H1 3.6434 -1.1777 -0.0200  0.0901
H2 5.4164 -0.9034 0.0498  0.0918
H3 4.3087 0.2046 0.8595  0.0819
H4 2.7477 2.8694 -1.1229  0.1314
H5 3.2108 1.8740 0.2834  0.1191
H6 1.0726 0.8005 0.3659  0.1192
H7 0.7481 1.2211 -1.3260  0.1215
H8 0.6292 3.6765 -0.5125  0.1159
H9 0.4741 3.0104 1.1230  0.1133
H10 -1.3821 2.7027 -1.2422  0.1139
H11 -1.3215 1.4355 -0.0181  0.1019
H12 -1.6784 3.4064 1.7046  0.1099
H13 -2.3514 4.2698 0.3375  0.1192
H14 -4.1236 3.0601 1.5925  0.1115
H15 -3.2092 1.5744 1.4471  0.1097
H16 -4.1109 1.1108 -0.6463  0.0747
H17 -3.6830 2.7192 -1.2079  0.1130
H18 -5.9233 3.3652 0.1548  0.1301
H19 -5.9427 2.7389 -1.4867  0.1180
H20 -5.7730 0.4333 0.1250  0.1285
H21 -8.4206 1.3699 -0.9967  0.1531
H22 -7.1190 0.7249 -2.0399  0.1427
H23 -8.6621 -0.9677 -1.1763  0.1819
H24 -7.0826 -1.2339 -0.7432  0.1491
H25 -9.3739 -0.3698 0.8926  0.1399
H26 -8.2845 -1.7327 1.1556  0.1413
H27 -8.0755 0.3673 2.6731  0.1431
H28 -6.5632 -0.3464 2.0853  0.1317
C15 -2.7428 -2.6895 -2.5190  -0.0261
C16 -3.1790 -1.7950 -1.3529  -0.4372
C17 -3.7724 -2.4489 -0.1007  -0.2818
F1 -4.9144 -3.1103 -0.3818  0.0894
F2 -4.0959 -1.4552 0.7720  0.0762
F3 -4.0545 -0.8593 -1.7984  0.1067
F4 -2.0662 -1.1544 -0.9097  0.1154
O4 -3.6496 -2.8073 -3.6004  0.0551
C18 -4.6525 -3.7347 -3.6396  -0.5535
C19 -6.0315 -3.0666 -3.7781  -0.2616
F5 -6.2657 -2.1858 -2.7586  0.0553
F6 -6.9889 -4.0078 -3.7288  0.1158
F7 -4.6130 -4.5849 -2.6029  0.1615
F8 -4.4999 -4.4556 -4.7660  0.1630
H29 -1.8867 -2.1772 -2.9557  0.1566
H30 -2.3860 -3.6582 -2.1676  0.1552
H31 -3.0557 -3.1221 0.3735  0.1810
H32 -6.0873 -2.5272 -4.7243  0.1793
C20 3.8605 -4.6342 4.2297  -0.0321
C21 3.4610 -6.0464 3.7736  -0.4440
C22 3.5135 -6.3662 2.2755  -0.3079
F9 2.6603 -5.5897 1.5752  0.0916
F10 3.1482 -7.6532 2.0978  0.1039
F11 2.2536 -6.3749 4.2769  0.1385
F12 4.3866 -6.8801 4.3280  0.1063
O5 2.8248 -3.7089 4.5194  0.0552
C23 2.2890 -2.8651 3.5942  -0.5518
C24 0.7851 -3.1053 3.4039  -0.2841
F13 0.5376 -4.3686 3.0193  0.1050
F14 0.3335 -2.2691 2.4341  0.0817
F15 2.9471 -2.8864 2.4218  0.1476
F16 2.3965 -1.6068 4.0836  0.1401
H33 4.3340 -4.7922 5.1972  0.1514
H34 4.6189 -4.2034 3.5756  0.1485
H35 4.5275 -6.2296 1.8906  0.1737
H36 0.2567 -2.8981 4.3360  0.1756
C25 7.4764 2.9815 -1.6811  -0.0386
C26 8.2745 3.7544 -2.7414  -0.4392
C27 9.7987 3.8180 -2.6006  -0.3097
F17 10.1627 4.4418 -1.4640  0.0988
F18 10.2976 4.5185 -3.6429  0.1000
F19 7.7706 4.9981 -2.8897  0.1363
F20 8.0691 3.0828 -3.9115  0.1048
O6 6.8372 3.7227 -0.6505  0.0468
C28 7.4346 4.0227 0.5389  -0.5495
C29 7.5525 5.5362 0.7659  -0.2916
F21 8.2556 6.1165 -0.2215  0.1078
F22 8.1952 5.7454 1.9358  0.1008
F23 8.6126 3.4014 0.7018  0.1582
F24 6.6095 3.5701 1.5194  0.1263
H37 6.6427 2.5469 -2.2310  0.1269
H38 8.0453 2.1419 -1.2816  0.1495
H39 10.2255 2.8116 -2.6159  0.1726
H40 6.5572 5.9824 0.8122  0.1736

# 2
# C4H5NO

C4H5NO in the gas phase (ωB97M-V/def2-TZVPD, OMol25).

Output
Frontier orbital gap: 10.605 eV
HOMO level: -9.68 eV
Molecular weight: 83.1 g/mol
2S+1: 1

Last column: Löwdin charge in e.
Geometry (Å):
C1 1.4805 -0.3779 0.1342  -0.0525
C2 0.0524 0.0301 -0.1113  -0.2448
C3 -0.6846 0.5112 -1.1515  -0.0770
O1 -1.9628 0.6903 -0.7953  -0.0492
N1 -2.1192 0.3178 0.5057  0.0526
C4 -0.9410 -0.0550 0.9119  -0.1193
H1 2.1931 -0.3173 -0.6959  0.0775
H2 1.8910 0.2217 0.9551  0.0796
H3 1.5021 -1.4162 0.4841  0.0791
H4 -0.5221 0.7753 -2.1824  0.1301
H5 -0.8891 -0.3799 1.9452  0.1239

# 3
# C2H6ClN

A molecular structure, C2H6ClN (ωB97M-V/def2-TZVPD, OMol25).

Output
Frontier orbital gap: 10.399 eV
HOMO level: -9.74 eV
Molecular weight: 79.5 g/mol
2S+1: 1

Last column: Löwdin charge in e.
Geometry (Å):
C1 -0.5389 0.0105 0.2840  -0.4221
C2 0.2454 -1.2605 -0.0693  -0.5544
H1 -0.3173 1.8641 -1.4260  0.1375
H2 0.7007 2.2145 0.2915  0.1644
H3 -1.4760 0.1062 -0.2955  0.0587
H4 -0.7040 0.2165 1.5688  0.1413
H5 -0.5253 -2.0363 -0.4262  0.0806
H6 1.1625 -0.7893 -0.9923  0.1763
N1 0.3466 1.1835 -0.5402  -0.1944
Cl1 1.1062 -1.5092 1.6051  0.4122

# 4
# C33H47ClF4N5O15S3

4 unconnected molecules or ions with the total composition C33H47ClF4N5O15S3 (ωB97M-V/def2-TZVPD, OMol25).

Output
Frontier orbital gap: 5.511 eV
HOMO level: -9.91 eV
Molecular weight: 961.4 g/mol
Charge: +1
2S+1: 1

Last column: Löwdin charge in e.
Geometry (Å):
C1 0.7683 1.2986 3.4036  0.1651
C2 -0.1782 1.0053 2.7676  -0.1250
C3 -1.4122 0.7656 2.0494  -0.1088
C4 -1.3163 1.0891 0.5204  -0.3527
C5 -1.4454 2.6073 0.3771  -0.0643
C6 -0.7145 3.2116 -0.8254  -0.0968
C7 0.4754 4.0622 -0.4499  -0.4865
N1 1.3767 4.3549 -1.5232  0.1231
O1 0.6441 4.5024 0.6473  0.1248
O2 -0.0148 0.7609 0.0641  0.0218
C8 0.2648 -0.5666 -0.2927  -0.4030
C9 1.6010 -0.5387 -1.0793  -0.0973
C10 1.8539 0.7083 -1.9242  -0.2251
C11 3.2904 0.6198 -2.4820  -0.4390
S1 3.3558 1.1421 -4.2228  0.8702
C12 4.0242 -0.3666 -4.9515  -1.0984
S2 2.9692 -1.4296 -5.5908  0.6752
N2 5.3863 -0.6154 -4.9830  -0.1543
C13 6.2692 0.5502 -4.8454  -0.1681
C14 6.8054 0.7728 -3.4516  -0.1823
O3 7.5148 -0.3994 -3.0721  -0.1165
C15 6.5625 -1.4296 -2.8941  -0.1881
C16 5.8229 -1.7833 -4.1750  -0.1342
C17 0.5549 -1.4297 0.9755  -0.1482
S3 1.4043 -2.9815 0.6684  0.6884
O4 2.8102 -2.7695 0.8135  -0.3146
O5 0.9135 -3.6098 -0.5190  -0.3183
N3 -0.8190 -1.2334 -1.0745  0.0727
C18 -0.8430 -0.8358 -2.5081  -0.0524
C19 -2.0318 -1.3402 -3.3153  -0.2194
O6 -2.0921 -2.4576 -3.7264  0.1110
C20 -2.0222 -1.0033 -0.4178  -0.2732
N4 -2.7593 -1.9946 -0.0300  -0.2432
Cl1 -4.1507 -1.6856 0.8886  0.9588
C21 -2.5562 -3.4625 -0.2523  -0.3360
F1 -1.9624 -3.7129 -1.4326  0.0898
C22 -1.8882 -4.1620 0.9305  -0.1740
C23 -2.8226 -5.2419 1.4994  -0.0706
N5 -2.4101 0.2989 -0.0972  0.1309
C24 -3.3506 0.9282 -0.9757  -0.5439
F2 -4.2271 1.7096 -0.2894  0.1606
F3 -4.0741 -0.0647 -1.5875  0.1131
F4 -2.7688 1.6662 -1.9573  0.1700
H1 1.5747 1.5844 4.0353  0.0495
H2 -2.2123 1.3801 2.4543  0.1442
H3 -1.7329 -0.2646 2.1772  0.0734
H4 -0.9800 3.0270 1.2656  0.1220
H5 -2.4731 2.9471 0.3994  0.1247
H6 -0.4096 2.4869 -1.5699  0.0921
H7 -1.4009 3.8731 -1.3531  0.1360
H8 0.8890 5.0132 -2.1214  0.0825
H9 1.4768 3.5352 -2.1082  0.0406
H10 2.3922 -0.5754 -0.3409  0.1237
H11 1.6439 -1.4012 -1.7343  0.1244
H12 1.7971 1.6205 -1.3466  0.0959
H13 1.1881 0.7679 -2.7762  0.0773
H14 3.9348 1.2798 -1.9100  0.0750
H15 3.6831 -0.3868 -2.3840  0.0707
H16 5.8124 1.4596 -5.2150  0.0963
H17 7.1353 0.3639 -5.4780  0.1340
H18 7.5384 1.5719 -3.4813  0.1331
H19 6.0279 0.9850 -2.7182  0.1026
H20 7.1054 -2.3078 -2.5590  0.1315
H21 5.8820 -1.1424 -2.0861  0.1153
H22 6.4414 -2.4240 -4.7972  0.1271
H23 4.9496 -2.3635 -3.8987  0.0966
H24 -0.3086 -1.5636 1.6218  0.0890
H25 1.2677 -0.8428 1.5462  0.1063
H26 1.0003 -3.7124 1.7379  0.0815
H27 0.0270 -1.2582 -3.0001  0.1381
H28 -0.7450 0.2441 -2.5977  0.1142
H29 -2.8224 -0.6269 -3.5792  0.1208
H30 -3.5668 -3.8610 -0.3213  0.1373
H31 -1.6794 -3.4748 1.7463  0.1056
H32 -1.0039 -4.6642 0.5567  0.1026
H33 -3.0788 -5.9850 0.7542  0.0909
H34 -3.7260 -4.7674 1.8762  0.0707
H35 -2.3329 -5.6882 2.3572  0.0841
C25 -6.0243 -0.6208 4.8633  -0.0974
C26 -5.5070 -1.4325 6.0307  -0.0926
O7 -4.2129 -1.8531 5.5597  0.0619
C27 -3.8084 -0.9772 4.6246  -0.5850
O8 -2.7083 -0.9396 4.1632  0.1287
O9 -4.8048 -0.1401 4.2709  0.0535
H36 -6.6584 0.2085 5.1612  0.1385
H37 -6.5549 -1.2302 4.1295  0.1309
H38 -5.3722 -0.8361 6.9331  0.1329
H39 -6.1270 -2.2936 6.2618  0.1385
C28 2.0888 5.7273 -6.2955  -0.0989
C29 0.6715 6.1872 -6.5693  -0.1003
O10 -0.1052 5.1722 -5.9143  0.0739
C30 0.6587 4.6113 -4.9603  -0.5760
O11 0.2569 3.8544 -4.1290  0.1258
O12 1.9378 5.0151 -5.0581  0.0612
H40 2.7943 6.5448 -6.1809  0.1359
H41 2.4601 5.0359 -7.0526  0.1363
H42 0.4467 7.1503 -6.1095  0.1354
H43 0.4275 6.2307 -7.6265  0.1357
C31 -1.5857 -2.4277 9.5624  -0.1119
C32 -1.8699 -1.6700 8.2825  -0.1211
O13 -3.1300 -1.0524 8.5616  0.0363
C33 -3.2567 -0.9493 9.9140  -0.5680
O14 -4.1115 -0.3373 10.4572  0.1771
O15 -2.2753 -1.6400 10.5378  0.0688
H44 -0.5275 -2.4916 9.7995  0.1338
H45 -2.0120 -3.4323 9.5578  0.1338
H46 -1.1326 -0.8904 8.0836  0.1350
H47 -1.9478 -2.3177 7.4129  0.1260

The highest frontier orbital gap belongs to which entry? C4H5NO